DFT (the ωB97M-V functional and the def2-TZVPD basis) results for a 12-piece molecular cluster, C41H94N22O18S2 overall.

Cartesian coordinates (Å):
C  0.289  -4.271  0.731
C  1.235  -3.253  0.020
C  0.398  -2.179  -0.740
C  0.528  -0.740  -0.166
C  -0.791  0.071  -0.167
C  -1.361  0.036  -1.616
O  -0.345  0.109  -2.589
C  -0.722  0.726  -3.763
C  -2.011  0.788  -4.275
C  -2.275  1.473  -5.442
C  -1.271  2.117  -6.136
C  0.031  2.022  -5.646
C  0.287  1.339  -4.483
C  -0.613  1.576  0.202
C  -0.058  2.579  -0.859
S  1.750  2.511  -0.938
O  2.255  3.854  -0.780
O  2.225  1.933  -2.167
C  -2.006  2.054  0.683
S  -3.061  3.030  -0.439
O  -2.585  0.898  1.209
C  -1.807  -0.300  0.983
C  -1.190  -0.777  2.336
C  -0.533  0.320  3.212
C  1.025  0.268  3.226
C  1.600  0.458  4.653
C  3.150  0.339  4.728
C  3.834  -0.193  3.450
C  5.314  -0.577  3.680
O  6.031  -0.390  2.446
C  6.180  -1.618  1.756
C  -2.872  -1.387  0.670
C  -4.015  -0.947  -0.298
C  -4.322  -2.137  -1.245
C  -4.664  -1.749  -2.676
O  -5.139  -0.698  -3.031
O  -4.426  -2.770  -3.604
C  -3.044  -2.802  -4.010
C  -2.319  -4.099  -3.629
H  0.774  -4.590  1.660
H  0.104  -5.143  0.088
H  -0.701  -3.829  0.905
H  1.754  -3.837  -0.749
H  1.922  -2.769  0.721
H  -0.641  -2.505  -0.879
H  0.808  -2.139  -1.761
H  1.261  -0.216  -0.795
H  0.973  -0.799  0.834
H  -1.901  -0.921  -1.736
H  -2.118  0.829  -1.692
H  -2.809  0.285  -3.730
H  -3.289  1.553  -5.833
H  -1.440  2.694  -7.043
H  0.871  2.511  -6.147
H  1.326  1.311  -4.164
H  0.200  1.573  0.947
H  -0.268  3.588  -0.472
H  -0.523  2.526  -1.848
H  2.147  1.681  0.076
H  -1.759  2.746  1.510
H  -2.528  4.268  -0.285
H  -0.457  -1.572  2.133
H  -1.955  -1.252  2.960
H  -0.859  1.341  2.985
H  -0.841  0.137  4.252
H  1.311  -0.738  2.903
H  1.479  1.063  2.614
H  1.258  1.422  5.052
H  1.178  -0.354  5.264
H  3.587  1.330  4.934
H  3.473  -0.317  5.550
H  3.770  0.495  2.601
H  3.334  -1.137  3.186
H  5.391  -1.642  3.943
H  5.793  0.046  4.446
H  5.239  -2.191  1.757
H  7.024  -2.211  2.144
H  6.409  -1.375  0.710
H  -3.378  -1.731  1.580
H  -2.334  -2.264  0.287
H  -4.928  -0.758  0.278
H  -3.791  -0.016  -0.824
H  -5.183  -2.692  -0.844
H  -3.507  -2.869  -1.323
H  -3.028  -2.748  -5.108
H  -2.457  -1.946  -3.656
H  -2.482  -4.891  -4.373
H  -1.230  -3.944  -3.608
H  -2.615  -4.502  -2.651
N  3.587  -4.831  4.613
C  2.489  -4.015  4.628
N  1.596  -4.270  5.622
O  2.324  -3.126  3.806
H  3.738  -5.566  5.277
H  4.267  -4.674  3.892
H  0.772  -3.693  5.661
H  1.715  -4.997  6.301
N  -6.756  -6.854  -1.888
C  -5.645  -6.659  -1.120
N  -4.789  -5.708  -1.590
O  -5.433  -7.289  -0.093
H  -6.939  -6.345  -2.731
H  -7.413  -7.546  -1.580
H  -3.959  -5.533  -1.054
H  -4.949  -5.182  -2.432
N  4.057  6.698  2.510
C  4.917  5.712  2.122
N  4.490  4.963  1.069
O  5.992  5.524  2.677
H  3.176  6.870  2.064
H  4.341  7.274  3.287
H  5.096  4.228  0.752
H  3.611  5.105  0.603
N  -5.941  1.463  5.182
C  -4.767  1.344  4.485
N  -4.722  2.031  3.310
O  -3.828  0.678  4.886
H  -6.719  2.009  4.864
H  -6.009  0.974  6.055
H  -3.876  1.962  2.770
H  -5.479  2.590  2.965
N  -3.657  -9.917  -1.982
C  -4.207  -11.106  -1.597
N  -4.838  -11.068  -0.385
O  -4.143  -12.115  -2.278
H  -3.707  -9.082  -1.427
H  -3.185  -9.893  -2.867
H  -5.258  -11.918  -0.059
H  -4.897  -10.240  0.180
N  7.929  9.155  -1.204
C  7.426  7.944  -0.801
N  6.807  7.959  0.416
O  7.525  6.939  -1.480
H  7.856  9.992  -0.659
H  8.392  9.187  -2.093
H  6.423  7.092  0.752
H  6.720  8.784  0.979
N  5.991  10.916  5.286
C  5.905  9.682  4.705
N  6.899  9.392  3.809
O  5.015  8.893  4.962
H  6.720  11.572  5.084
H  5.280  11.161  5.950
H  6.872  8.487  3.369
H  7.643  10.025  3.585
N  -2.854  -6.406  -8.444
C  -3.449  -6.094  -7.256
N  -4.814  -6.154  -7.262
O  -2.810  -5.785  -6.264
H  -3.365  -6.662  -9.267
H  -1.852  -6.373  -8.479
H  -5.287  -5.931  -6.407
H  -5.352  -6.406  -8.069
N  4.935  2.792  -6.519
C  3.837  3.230  -5.836
N  4.095  4.134  -4.849
O  2.707  2.839  -6.088
H  5.867  3.102  -6.323
H  4.783  2.124  -7.252
H  3.312  4.473  -4.321
H  5.015  4.463  -4.627
N  -3.860  -2.724  5.925
C  -2.979  -3.690  5.548
N  -3.385  -4.471  4.501
O  -1.903  -3.840  6.104
H  -4.745  -2.575  5.480
H  -3.588  -2.129  6.685
H  -2.758  -5.192  4.195
H  -4.264  -4.357  4.034
N  -2.369  6.463  -2.378
C  -1.266  6.690  -1.607
N  -0.407  7.628  -2.097
O  -1.056  6.100  -0.556
H  -2.546  6.941  -3.241
H  -3.027  5.779  -2.056
H  0.418  7.822  -1.559
H  -0.559  8.121  -2.956

E in a.u.: -4974.33602
SMILES string: CCCC[C@]1(COc2ccccc2)[C@@H](C[SH](=O)=O)[C@@H](S)O[C@@]1(CCCCCCCOC)CCCC(=O)OCC.NC(N)=O.NC(N)=O.NC(N)=O.NC(N)=O.NC(N)=O.NC(N)=O.NC(N)=O.NC(N)=O.NC(N)=O.NC(N)=O.NC(N)=O
HOMO-LUMO gap in eV: 8.34
HOMO level in eV: -8.10
Net charge: 0
Strongest force on any atom in eV Å⁻¹: 3.065

Atomic partial charges in e from the Löwdin method, atoms 1 to 4: C -0.095; C -0.210; C -0.171; C -0.101